(1)
Molecular formula: C14H33NOP
Method: DFT, ωB97M-V/def2-TZVPD

```
! wB97M-V def2-TZVPD RIJCOSX def2/J DEFGRID3
* xyz -1 1
C -4.80 0.96 2.38
C -4.22 0.89 0.92
C -3.00 1.86 0.76
C -2.43 1.75 -0.68
C -1.09 2.52 -0.94
C -0.91 3.88 -0.16
C 0.24 3.85 0.93
C -0.20 3.37 2.36
P 0.36 1.65 2.72
N 0.06 0.54 1.35
O -0.73 1.07 3.92
H -4.00 0.92 3.14
H -5.49 0.11 2.55
H -5.39 1.88 2.52
H -5.07 1.17 0.26
H -3.89 -0.16 0.73
H -2.28 1.58 1.54
H -3.38 2.88 0.89
H -2.22 0.68 -0.88
H -3.19 2.13 -1.40
H -1.08 2.77 -2.03
H -0.19 1.92 -0.76
H -1.83 4.28 0.29
H -0.56 4.62 -0.91
H 0.54 4.92 1.04
H 1.13 3.31 0.55
H -1.32 3.38 2.37
H 0.91 0.13 0.99
H -0.66 -0.15 1.53
H -1.48 0.67 3.48
C 3.31 -5.36 -1.60
C 3.70 -4.04 -2.25
C 3.96 -2.92 -1.23
C 2.75 -2.53 -0.38
C 1.52 -2.08 -1.17
C 1.77 -0.82 -2.00
H 2.37 -5.27 -1.04
H 3.16 -6.13 -2.36
H 4.08 -5.70 -0.91
H 2.93 -3.73 -2.96
H 4.62 -4.19 -2.83
H 4.33 -2.04 -1.77
H 4.77 -3.23 -0.56
H 3.05 -1.72 0.29
H 2.47 -3.37 0.26
H 0.71 -1.87 -0.46
H 1.16 -2.88 -1.82
H 2.08 0.01 -1.37
H 0.85 -0.53 -2.52
H 2.54 -0.99 -2.76
*
```

The calculation puts the calculated total energy at -1024.535847 hartree.


(2)
Molecular formula: C3H6N5S
Method: DFT, ωB97M-V/def2-TZVPD

```
! wB97M-V def2-TZVPD RIJCOSX def2/J DEFGRID3
* xyz -1 1
C -2.83 0.48 -0.02
C -0.14 1.24 0.12
C 0.17 -1.26 0.04
N -3.58 -2.51 0.11
N -4.12 -0.27 -0.17
N -3.86 -1.43 -0.07
N -1.92 -0.36 0.21
N -0.59 -0.10 0.52
S -3.19 2.13 0.05
H 0.81 1.67 0.63
H -0.01 1.34 -0.92
H -1.13 1.89 0.40
H 1.07 -1.56 0.65
H -0.62 -2.12 0.10
H 0.61 -1.29 -0.97
*
```

For the energy above the lowest of the compared OMol25 structures with the same formula, charge and spin, the calculation gives 53.3 kcal/mol.


(3)
Molecular formula: C3H3Br2ClN3
Method: DFT, ωB97M-V/def2-TZVPD

```
! wB97M-V def2-TZVPD RIJCOSX def2/J DEFGRID3
* xyz 1 1
Cl -0.82 1.57 -2.27
N -0.33 0.46 -1.01
C -0.96 -0.74 -0.79
Br -2.16 -1.40 -2.15
N -0.61 -1.56 0.19
C 0.41 -1.24 0.94
N 0.97 -0.02 0.95
C 0.44 1.02 0.07
Br -0.85 2.18 1.31
H 0.73 -2.01 1.58
H 1.88 0.17 1.31
H 1.30 1.57 -0.12
*
```

The SMILES is ClN1C(Br)=NC=[NH+][C@@H]1Br. For the energy above the lowest of the compared OMol25 structures with the same formula, charge and spin, the calculation gives 0.0 kcal/mol.


(4)
Molecular formula: C4H7P3
Method: DFT, ωB97M-V/def2-TZVPD

```
! wB97M-V def2-TZVPD RIJCOSX def2/J DEFGRID3
* xyz 0 1
C -1.58 -1.67 -1.20
P -1.31 -0.08 -0.85
C 0.55 -0.17 0.04
P 0.32 -1.18 1.58
C -0.44 -0.08 2.57
P 1.31 1.51 0.30
C 1.55 1.96 -1.29
H -2.50 -1.94 -1.69
H -0.90 -2.48 -0.99
H 1.15 -0.73 -0.68
H -0.74 -0.37 3.57
H -0.65 0.94 2.27
H 2.01 2.91 -1.51
H 1.23 1.37 -2.13
*
```

The SMILES is C=PC(P=C)P=C. For the energy above the lowest of the compared OMol25 structures with the same formula, charge and spin, the calculation gives 48.8 kcal/mol.


(5)
Molecular formula: C48H71FN7O4SSiTl
Method: DFT, ωB97M-V/def2-TZVPD

```
! wB97M-V def2-TZVPD RIJCOSX def2/J DEFGRID3
* xyz 0 1
Tl 0.29 -0.28 0.65
C -0.90 3.67 -2.33
C -1.39 2.27 -1.98
C -0.57 1.23 -2.74
C -2.87 2.11 -2.33
O -1.16 2.02 -0.59
Si -1.98 2.53 0.77
S -0.65 2.42 2.34
O -2.65 4.01 0.48
C -2.62 5.31 1.09
C -3.61 6.15 0.29
C -1.21 5.90 0.98
C -3.04 5.24 2.55
O -3.23 1.45 0.83
C -4.43 1.43 1.60
C -5.39 2.51 1.11
C -4.12 1.61 3.08
C -5.07 0.07 1.38
H -1.09 3.90 -3.38
H 0.17 3.75 -2.14
H -1.42 4.40 -1.70
H -0.52 1.49 -3.81
H -1.00 0.24 -2.64
H 0.46 1.21 -2.35
H -3.02 2.24 -3.40
H -3.46 2.86 -1.80
H -3.22 1.12 -2.03
H -3.31 6.18 -0.76
H -3.65 7.17 0.68
H -4.60 5.71 0.36
H -0.93 6.03 -0.06
H -0.51 5.23 1.48
H -1.18 6.87 1.48
H -4.06 4.87 2.65
H -2.99 6.24 2.99
H -2.37 4.58 3.11
H -4.98 3.51 1.27
H -6.35 2.44 1.63
H -5.56 2.39 0.03
H -3.55 2.53 3.24
H -3.51 0.78 3.44
H -5.04 1.66 3.67
H -5.40 -0.04 0.34
H -5.94 -0.05 2.03
H -4.36 -0.72 1.60
N 2.31 -1.89 -2.12
C 3.37 -1.45 -1.43
N 4.56 -1.99 -1.68
C 5.56 -1.56 -0.92
N 6.77 -2.11 -1.10
N 5.45 -0.63 0.05
C 4.23 -0.13 0.17
N 3.17 -0.46 -0.52
C 4.04 0.85 1.29
C 4.78 0.67 2.44
C 4.48 1.39 3.59
C 3.42 2.27 3.57
C 2.75 2.47 2.38
N 3.07 1.79 1.27
H 2.47 -2.75 -2.61
H 1.41 -1.86 -1.63
H 6.89 -2.76 -1.85
H 7.55 -1.75 -0.59
H 5.56 -0.07 2.42
H 5.06 1.25 4.49
H 3.11 2.82 4.45
H 1.91 3.15 2.28
C 2.46 -6.96 -1.28
C 2.32 -5.63 -0.57
C 3.30 -5.21 0.32
C 3.14 -3.99 0.98
C 4.19 -3.50 1.94
C 2.02 -3.22 0.74
C 0.98 -3.60 -0.18
C 1.19 -4.85 -0.81
N -0.04 -2.72 -0.35
C -1.16 -2.97 -1.24
C -0.77 -3.12 -2.73
C -2.00 -3.27 -3.62
C -2.80 -4.50 -3.18
C -3.25 -4.33 -1.73
C -4.13 -3.08 -1.62
C -3.31 -1.86 -2.04
C -2.87 -2.02 -3.50
C -2.07 -1.74 -1.15
C -2.02 -4.19 -0.82
H 3.43 -7.41 -1.08
H 2.36 -6.84 -2.36
H 1.69 -7.66 -0.95
H 4.18 -5.82 0.50
H 4.56 -4.32 2.57
H 3.80 -2.72 2.60
H 5.05 -3.09 1.41
H 1.91 -2.29 1.28
H 0.46 -5.24 -1.50
H -0.11 -3.98 -2.87
H -0.21 -2.22 -3.03
H -1.68 -3.40 -4.66
H -2.19 -5.41 -3.29
H -3.68 -4.63 -3.83
H -3.83 -5.21 -1.41
H -4.48 -2.96 -0.59
H -5.01 -3.18 -2.25
H -3.91 -0.95 -1.94
H -2.29 -1.14 -3.81
H -3.74 -2.09 -4.16
H -2.37 -1.61 -0.10
H -1.50 -0.85 -1.43
H -1.43 -5.10 -0.85
H -2.34 -4.04 0.22
F 5.25 6.85 -1.80
C 4.59 5.77 -1.35
C 3.43 5.94 -0.63
C 2.75 4.82 -0.18
C 3.23 3.54 -0.46
C 2.47 2.32 0.00
C 4.41 3.40 -1.19
C 5.10 4.51 -1.64
H 3.06 6.94 -0.43
H 1.83 4.93 0.38
H 1.43 2.56 0.22
H 2.50 1.54 -0.75
H 4.79 2.41 -1.42
H 6.01 4.42 -2.22
C 0.84 -3.38 4.54
C 0.17 -2.51 3.51
C -1.12 -3.01 2.93
O 0.68 -1.46 3.15
H 0.62 -4.44 4.38
H 0.47 -3.10 5.52
H 1.92 -3.22 4.52
H -1.70 -3.55 3.67
H -0.86 -3.69 2.11
H -1.69 -2.19 2.50
*
```

For the energy above the lowest of the compared OMol25 structures with the same formula, charge and spin, the calculation gives 0.0 kcal/mol.


(6)
Molecular formula: C20H29LaOSi
Method: DFT, ωB97M-V/def2-TZVPD

```
! wB97M-V def2-TZVPD RIJCOSX def2/J DEFGRID3
* xyz -2 1
La -0.16 -0.21 -0.61
C 2.06 0.17 1.06
C 2.48 -0.69 -0.13
C 2.53 0.10 -1.26
H 2.93 -1.68 -0.01
C 2.03 1.41 -0.97
C 1.68 1.47 0.37
H 1.41 2.36 0.93
H 2.89 0.31 1.76
H 2.90 -0.19 -2.25
H 1.96 2.21 -1.71
C -2.58 0.29 0.41
C -1.82 1.45 0.77
C -1.48 2.16 -0.43
H -1.54 1.74 1.78
C -2.07 1.46 -1.53
C -2.76 0.31 -1.01
H -3.33 -0.40 -1.60
H -2.96 -0.46 1.12
H -0.94 3.10 -0.49
H -2.07 1.79 -2.57
O -0.13 -1.12 -2.75
C -0.22 -0.72 -4.21
C 0.48 -2.02 -4.65
C 0.55 0.56 -4.44
C -1.68 -0.63 -4.62
C 0.44 -2.43 -3.20
H 1.50 -1.87 -5.03
H -0.11 -2.66 -5.31
H -0.27 -3.22 -2.95
H 1.42 -2.59 -2.72
H 0.56 0.81 -5.51
H 1.58 0.47 -4.09
H 0.09 1.39 -3.91
H -1.80 -0.82 -5.69
H -2.07 0.37 -4.40
H -2.30 -1.34 -4.06
C 1.54 -0.90 5.31
Si -0.04 -0.07 4.72
C -1.60 -0.92 5.32
C -0.02 1.75 5.24
C 0.15 -0.30 2.84
C 0.91 -0.31 1.86
H 1.65 -0.95 6.40
H 2.42 -0.37 4.91
H 1.58 -1.93 4.92
H -1.70 -0.98 6.42
H -2.49 -0.41 4.94
H -1.61 -1.95 4.94
H 0.88 2.26 4.85
H -0.89 2.30 4.86
H -0.01 1.90 6.33
*
```

The calculation puts the calculated total energy at -1175.550826 hartree.


(7)
Molecular formula: C49H62IN7OSeW
Method: DFT, ωB97M-V/def2-TZVPD

```
! wB97M-V def2-TZVPD RIJCOSX def2/J DEFGRID3
* xyz 0 3
W 0.07 0.04 -0.27
C -1.27 -2.03 5.76
C -2.29 -1.56 4.71
C -1.65 -0.65 3.71
C -1.55 0.71 3.78
C -2.15 1.61 4.82
C -3.52 2.12 4.36
C -0.80 1.12 2.64
C -0.37 2.41 2.43
C 0.39 2.83 1.36
C 0.75 4.20 1.11
C 0.43 5.38 1.98
C -0.59 6.33 1.35
C 1.44 4.20 -0.06
C 1.56 2.83 -0.48
C 2.43 2.42 -1.45
C 2.85 1.11 -1.62
N 2.32 0.05 -0.94
C 2.98 -1.03 -1.45
C 2.65 -2.35 -1.19
C 1.65 -2.77 -0.36
N 0.77 -1.95 0.33
C 0.14 -2.79 1.22
C -0.71 -2.37 2.21
C -0.96 -1.05 2.54
N -0.47 0.03 1.84
C 0.57 -4.15 1.04
C 1.49 -4.14 0.04
C 2.22 -5.29 -0.58
C 1.66 -5.65 -1.96
C 0.16 -5.31 1.90
C -1.11 -6.01 1.42
C 3.96 -0.65 -2.42
C 3.88 0.70 -2.53
C 4.71 1.61 -3.37
C 5.89 2.20 -2.58
C 4.82 -1.61 -3.16
C 6.04 -2.07 -2.34
N 0.87 2.00 0.37
C 2.03 5.37 -0.79
C 1.26 5.71 -2.07
H -1.75 -2.68 6.50
H -0.84 -1.18 6.28
H -0.46 -2.58 5.29
H -3.10 -1.03 5.21
H -2.73 -2.43 4.21
H -1.49 2.45 5.03
H -2.26 1.05 5.75
H -3.44 2.64 3.40
H -3.94 2.81 5.09
H -4.22 1.29 4.24
H -0.67 3.14 3.16
H 1.36 5.93 2.17
H 0.06 5.04 2.95
H -0.17 6.84 0.49
H -0.90 7.08 2.08
H -1.48 5.79 1.02
H 2.91 3.17 -2.06
H 3.25 -3.10 -1.68
H -1.14 -3.13 2.85
H 2.16 -6.16 0.08
H 3.28 -5.04 -0.68
H 0.61 -5.95 -1.88
H 2.22 -6.47 -2.40
H 1.72 -4.80 -2.64
H 0.02 -4.96 2.93
H 0.98 -6.03 1.92
H -1.96 -5.34 1.43
H -1.33 -6.86 2.06
H -0.98 -6.38 0.40
H 4.10 2.42 -3.78
H 5.10 1.05 -4.22
H 5.53 2.74 -1.70
H 6.46 2.89 -3.20
H 6.56 1.41 -2.25
H 5.16 -1.15 -4.09
H 4.22 -2.47 -3.44
H 6.69 -1.22 -2.11
H 6.61 -2.80 -2.91
H 5.73 -2.52 -1.40
H 3.07 5.15 -1.05
H 2.05 6.23 -0.12
H 1.27 4.88 -2.77
H 1.69 6.58 -2.55
H 0.21 5.93 -1.83
Se -2.17 0.38 -2.22
N -1.55 1.48 -0.84
C -2.62 2.28 -0.53
C -2.67 3.29 0.44
C -3.85 3.98 0.67
C -5.01 3.73 -0.07
C -5.00 2.78 -1.05
C -3.82 2.06 -1.30
N -3.74 1.15 -2.28
H -1.81 3.52 1.03
H -3.85 4.74 1.44
H -5.92 4.29 0.14
H -5.87 2.55 -1.65
C -2.97 -3.26 -0.16
C -3.22 -1.76 -0.38
C -4.37 -1.66 -1.40
C -3.69 -1.11 0.93
C -1.89 -1.16 -0.92
H -3.83 -3.71 0.34
H -2.08 -3.42 0.45
H -2.83 -3.77 -1.11
H -5.13 -2.41 -1.15
H -4.03 -1.85 -2.42
H -4.84 -0.68 -1.38
H -4.75 -1.32 1.09
H -3.57 -0.02 0.89
H -3.15 -1.49 1.78
H -1.51 -1.91 -1.63
N 0.57 0.26 -4.32
C 0.39 -0.72 -3.36
O 0.22 -0.19 -2.11
C 0.31 -2.03 -3.59
I 2.83 -3.55 -5.89
H 1.16 1.02 -4.01
H 0.86 -0.11 -5.21
H 0.53 -2.44 -4.56
H 0.10 -2.73 -2.78
*
```

For the energy above the lowest of the compared OMol25 structures with the same formula, charge and spin, the calculation gives 73.3 kcal/mol.


(8)
Molecular formula: C3H4O2Tl
Method: DFT, ωB97M-V/def2-TZVPD

```
! wB97M-V def2-TZVPD RIJCOSX def2/J DEFGRID3
* xyz 1 1
C 1.65 -1.04 0.39
C 0.71 -0.80 -0.54
O -0.22 0.40 -0.23
C -1.18 0.43 0.64
O -0.77 1.27 1.59
H 1.54 -2.04 0.84
H 0.21 -1.55 -1.17
H -1.52 1.51 2.14
Tl 2.30 0.63 1.44
H 2.39 1.25 -0.29
*
```

For the energy above the lowest of the compared OMol25 structures with the same formula, charge and spin, the calculation gives 201.3 kcal/mol.


(9)
Molecular formula: C6H14N2O2
Method: DFT, ωB97M-V/def2-TZVPD

```
! wB97M-V def2-TZVPD RIJCOSX def2/J DEFGRID3
* xyz 0 1
C 0.57 -2.19 2.22
N 1.70 -1.66 1.43
C 1.47 -1.39 0.08
C 2.16 -0.08 -0.38
O 0.75 -2.02 -0.60
H -0.28 -2.46 1.60
H 0.89 -3.16 2.76
H 0.50 -1.61 3.07
H 2.30 -1.08 2.05
H 3.22 0.08 -0.45
H 1.83 0.16 -1.47
H 1.78 0.67 0.29
C -0.85 2.38 -2.14
N -0.78 1.42 -1.09
C -2.07 1.04 -0.69
C -2.01 0.03 0.43
O -3.06 1.44 -1.26
H -1.36 3.22 -1.73
H 0.14 2.75 -2.51
H -1.19 2.07 -3.10
H 0.00 0.98 -0.81
H -1.04 0.23 1.22
H -2.86 0.18 1.07
H -1.82 -1.01 0.02
*
```

The SMILES is CNC(C)=O.CNC(C)=O. For the energy above the lowest of the compared OMol25 structures with the same formula, charge and spin, the calculation gives 57.4 kcal/mol.


(10)
Molecular formula: C2H6OS2
Method: DFT, ωB97M-V/def2-TZVPD

```
! wB97M-V def2-TZVPD RIJCOSX def2/J DEFGRID3
* xyz 1 2
O 2.11 1.05 -0.74
C 3.02 0.41 -0.27
H 4.06 0.65 -0.49
H 2.83 -0.48 0.35
C -0.37 -1.07 -1.27
S -0.51 -0.87 0.53
S -1.78 0.73 0.53
H -1.35 -0.98 -1.75
H 0.09 -2.03 -1.48
H 0.29 -0.28 -1.62
H -1.35 1.31 1.67
*
```

For the energy above the lowest of the compared OMol25 structures with the same formula, charge and spin, the calculation gives 0.0 kcal/mol.


(11)
Molecular formula: C4H26NO11
Method: DFT, ωB97M-V/def2-TZVPD

```
! wB97M-V def2-TZVPD RIJCOSX def2/J DEFGRID3
* xyz 0 2
O 0.59 0.55 -2.02
C 0.45 1.76 -2.08
O 0.88 2.48 -3.02
C -0.55 2.41 -1.12
C -0.28 2.06 0.27
C 1.13 1.62 0.75
N -1.99 2.06 -1.53
H -0.54 3.60 -1.38
H -1.19 1.34 0.47
H -0.63 2.91 0.86
H 1.21 1.65 1.87
H 1.45 0.72 0.44
H 2.01 2.14 0.25
H -2.09 1.19 -2.09
H -2.40 2.83 -2.09
H -2.24 -1.68 0.79
H -3.64 -1.91 1.48
O -2.71 -2.35 1.34
H -0.25 -1.01 3.67
H -0.99 -1.52 2.62
O -0.38 -1.81 3.36
H 1.70 -2.25 1.21
H 0.60 -2.92 2.15
O 1.16 -3.02 1.43
H -1.29 -1.55 -2.57
H -0.17 -2.41 -2.19
O -1.07 -2.49 -2.11
H 1.20 -0.82 -3.71
H 1.49 -1.35 -2.38
O 1.56 -1.66 -3.22
H -0.03 -1.96 0.14
H -0.33 -0.54 -0.49
O -0.29 -1.09 0.41
H 2.99 0.09 2.40
H 1.48 -0.40 2.35
O 2.11 0.19 2.82
H -3.28 1.37 0.43
H -2.70 0.05 1.06
O -3.49 0.53 0.90
H 3.02 1.04 -0.63
H 3.76 -0.40 -0.59
O 3.78 0.53 -0.27
*
```

For the energy above the lowest of the compared OMol25 structures with the same formula, charge and spin, the calculation gives 11.2 kcal/mol.


(12)
Molecular formula: C4H4N2O
Method: DFT, ωB97M-V/def2-TZVPD

```
! wB97M-V def2-TZVPD RIJCOSX def2/J DEFGRID3
* xyz 0 1
O 2.22 -0.94 -0.10
C 1.06 -0.61 -0.04
C 0.38 0.65 0.02
C -0.81 1.01 0.06
N -1.78 0.06 0.06
C -1.27 -1.23 0.02
N -0.03 -1.55 -0.02
H -2.77 0.24 0.09
H -2.02 -2.02 0.03
H 2.41 2.33 0.24
H 2.62 1.82 -0.26
*
```

The SMILES is O=c1c#c[nH]cn1.[H][H]. For the energy above the lowest of the compared OMol25 structures with the same formula, charge and spin, the calculation gives 107.1 kcal/mol.